1.
Computed, not measured: a molecular structure, C12H15F5K4N2O20S4, with ωB97M-V/def2-TZVPD.

- HOMO level (alpha / beta): -16.44 / -16.44 eV
- E_LUMO (alpha / beta): -8.95 / -14.12 eV
- 2S+1: 2
- Net charge: +3
- HOMO-LUMO gap (alpha / beta): 7.5 / 2.3 eV

```
62
Properties=species:S:1:pos:R:3:mulliken_spin:R:1
K 3.50 0.18 -0.28 0.00
K -3.50 -0.21 3.08 0.00
K -1.12 1.61 -3.79 0.00
K 2.38 0.01 3.00 0.00
N 1.02 -0.08 0.68 0.00
S 0.13 -1.51 0.69 0.00
O -0.56 -1.89 -0.52 0.00
O -0.43 -1.94 1.95 0.00
F 1.38 -2.47 0.41 0.00
S -0.19 0.75 0.35 0.00
O -1.46 0.74 1.14 0.00
O -0.35 1.12 -1.05 0.00
F 0.52 2.09 0.91 0.00
N -1.92 0.77 4.99 0.00
S -0.99 2.22 4.79 0.00
O 0.15 2.15 3.86 0.00
O -0.95 3.00 6.01 0.00
F -2.07 3.04 3.91 0.00
S -0.67 0.01 5.57 0.00
O -0.08 0.50 6.78 0.00
O 0.18 -0.80 4.67 0.00
F -1.71 -1.09 6.12 0.00
C 3.51 -5.80 -1.99 0.00
C 2.70 -4.77 -1.13 0.00
O 1.87 -4.02 -2.05 0.00
C 1.69 -4.81 -3.12 0.00
O 0.99 -4.54 -4.07 0.00
O 2.62 -5.81 -3.09 0.00
H 3.67 -6.80 -1.58 0.00
H 4.40 -5.40 -2.46 0.00
H 3.17 -4.27 -0.28 0.00
H 2.06 -5.36 -0.48 0.00
C 3.52 4.29 -0.76 0.00
C 2.43 4.05 0.18 0.00
O 1.22 4.44 -0.57 0.00
C 1.57 4.37 -1.86 0.00
O 0.73 4.24 -2.83 0.00
O 2.83 4.31 -2.00 0.00
H 4.15 3.40 -0.81 0.00
H 4.05 5.23 -0.62 0.00
H 2.48 4.61 1.12 0.00
H 2.48 3.00 0.44 0.00
C -1.77 5.69 -0.02 0.00
C -2.09 4.46 0.70 0.00
O -2.66 3.63 -0.29 0.00
C -2.42 4.17 -1.45 0.00
O -2.66 3.76 -2.58 0.00
O -1.84 5.35 -1.33 0.00
H -0.79 6.13 0.18 0.00
H -2.52 6.48 0.07 0.00
H -2.76 4.67 1.53 0.00
H -1.21 3.96 1.09 0.00
C -1.65 -5.06 -1.82 0.01
C -2.06 -4.25 -3.08 0.00
O -3.38 -3.85 -2.78 0.04
C -3.92 -4.63 -1.88 -0.03
O -5.09 -4.72 -1.58 0.92
O -2.95 -5.34 -1.25 0.05
F -2.14 -5.03 -4.18 0.00
H -0.98 -4.59 -1.09 0.00
H -1.16 -5.92 -2.28 0.00
H -1.35 -3.45 -3.26 0.01
```

2.
Computed, not measured: 3 unconnected molecules or ions with the total composition C12H15F9O6, with ωB97M-V/def2-TZVPD.

- HOMO level: -11.38 eV
- E_LUMO: 0.47 eV
- Net charge: 0
- HOMO-LUMO gap: 11.8 eV

```
42
Properties=species:S:1:pos:R:3:mulliken_charge:R:1
C -3.93 -2.71 -6.77 -1.13
C -2.55 -2.06 -6.68 -0.21
O -2.24 -1.70 -5.33 -0.31
C -1.79 -2.62 -4.52 0.28
O -1.53 -3.76 -4.79 -0.51
C -1.55 -2.12 -3.09 1.02
F -0.24 -2.30 -2.82 -0.26
F -1.84 -0.82 -2.93 -0.26
F -2.28 -2.80 -2.19 -0.26
H -4.37 -2.45 -7.73 0.34
H -4.66 -2.41 -6.01 0.32
H -3.82 -3.78 -6.63 0.32
H -2.49 -1.14 -7.26 0.36
H -1.81 -2.72 -7.14 0.30
C 0.44 0.62 -0.19 -0.64
C -0.76 1.14 0.57 -0.25
O -0.61 2.52 0.88 -0.23
C -1.48 3.06 1.71 0.35
O -2.32 2.47 2.30 -0.51
C -1.05 4.49 2.12 0.88
F -2.02 5.36 1.85 -0.26
F -0.85 4.52 3.43 -0.25
F 0.05 4.89 1.52 -0.24
H 0.20 -0.32 -0.69 0.15
H 1.22 0.26 0.48 -0.10
H 0.85 1.32 -0.92 0.35
H -0.84 0.58 1.50 0.33
H -1.68 1.02 -0.01 0.37
C 3.50 0.79 2.06 -1.06
C 3.24 -0.33 3.07 -0.19
O 2.93 0.24 4.33 -0.24
C 3.10 -0.54 5.40 0.31
O 3.63 -1.60 5.39 -0.50
C 2.72 0.23 6.68 0.93
F 3.69 1.10 6.97 -0.25
F 1.59 0.91 6.53 -0.24
F 2.60 -0.63 7.68 -0.24
H 4.16 1.55 2.47 0.35
H 2.55 1.31 1.86 0.16
H 3.73 0.37 1.09 0.40
H 4.10 -0.99 3.10 0.34
H 2.40 -0.94 2.73 0.28
```

| no. | E_tot (hartree) |
| --- | --- |
| 1 | -6571.399377 |
| 2 | -1816.523874 |